No. 1
Density functional theory data (wB97M-V/def2-TZVPD) for a molecular structure, C10H10ClN4O2PtS.

XYZ file:
```
29
Properties=species:S:1:pos:R:3:forces:R:3
Pt -0.999619 -0.725172 -1.133324 0.0 -0.3 -0.2
Cl -5.989430 4.565334 -1.548362 -0.1 0.1 0.0
C -4.679237 3.554008 -1.652907 0.1 0.0 0.0
C -3.583656 3.869791 -2.504272 0.0 0.0 0.0
C -2.525994 3.024741 -2.580051 0.1 -0.1 0.0
C -2.470376 1.811197 -1.804834 -0.2 0.2 0.0
O -1.415295 1.099950 -1.920983 0.1 0.1 0.1
C -3.596195 1.483663 -0.955145 0.3 -0.2 0.0
C -3.705434 0.265155 -0.180360 -0.1 0.1 0.0
O -2.905459 -0.681485 -0.106370 -0.1 0.1 0.0
C -4.663402 2.353904 -0.892211 -0.1 0.1 0.0
H -3.603761 4.782845 -3.085670 0.0 0.0 0.0
H -1.676093 3.236067 -3.216595 0.0 0.0 0.0
H -4.624657 0.160394 0.406665 0.0 -0.1 0.0
H -5.516351 2.132025 -0.260094 0.0 0.0 0.0
C 0.380037 -5.937376 -0.874476 0.0 0.0 0.0
C 0.668197 -4.733302 -0.079073 0.0 0.0 0.0
N 1.478019 -4.685498 0.982557 -0.1 0.1 0.0
N 1.466940 -3.433687 1.400567 0.1 -0.2 0.0
C 0.688922 -2.634951 0.653289 0.0 0.1 0.0
S 0.389213 -0.990838 0.785472 0.0 0.1 0.0
N 0.174984 -3.476813 -0.288266 0.0 -0.1 0.0
N -0.725175 -3.011111 -1.258683 0.0 0.1 0.0
H 0.845532 -6.793964 -0.390228 0.0 0.0 0.0
H 0.798396 -5.849221 -1.882649 0.0 0.0 0.0
H -0.694789 -6.113504 -0.963844 0.0 0.0 0.0
H 2.024850 -3.174305 2.215435 0.0 0.0 0.0
H -0.383499 -3.273386 -2.185770 0.0 0.0 0.0
H -1.637806 -3.448084 -1.110905 0.0 0.0 0.0
```
Forces are in eV/Å.

Output
E (eV): -47158.5950
<S²>: 6.050
Total charge: +3
Multiplicity: 5
E_HOMO (alpha / beta) (hartree): -0.6760 / -0.7287
F_max (hartree/bohr): 0.00706



No. 2
Density functional theory data (wB97M-V/def2-TZVPD) for C10H10ClNO in the gas phase at a distorted geometry.

XYZ file:
```
23
Properties=species:S:1:pos:R:3:forces:R:3
Cl -3.284406 1.418794 -0.072127 -0.7 -0.1 0.0
C -1.641531 1.262621 -0.624938 2.1 -0.9 -1.4
C -0.927123 -0.141461 -0.140015 -1.3 1.0 -0.8
C 0.558133 0.040397 -0.160826 0.6 1.9 3.4
C 1.027352 0.560511 1.099848 1.2 -0.1 -1.8
C 2.396141 0.958258 1.142376 -1.9 1.5 3.9
C 3.204752 0.876829 0.068614 1.5 0.4 -1.1
C 2.720539 0.471958 -1.161982 0.4 -0.6 0.0
C 1.399609 0.067787 -1.236975 -1.1 -1.2 -1.2
N -1.346337 -0.390934 1.243354 -0.3 -0.7 -1.4
C -2.003031 -1.468411 1.192886 -0.5 1.3 3.5
C -2.212302 -2.061600 -0.064745 1.4 -2.8 -3.0
O -1.404165 -1.280473 -0.977678 -0.6 1.9 1.4
H -1.597382 1.205655 -1.770430 -0.2 0.2 1.6
H -1.085813 2.179607 -0.282399 -0.4 -1.2 -0.2
H 0.243774 0.633709 1.861795 1.2 0.3 0.1
H 2.828294 1.539775 2.073675 -1.1 -1.6 -1.7
H 4.243588 1.205910 0.200886 -0.4 -0.2 -0.3
H 3.432200 0.406233 -1.982878 -0.5 0.0 -0.1
H 0.861065 -0.370432 -2.077945 0.9 0.3 -0.7
H -2.462215 -1.798283 2.128441 0.1 -0.3 -0.3
H -1.678715 -3.039984 -0.168756 -0.8 0.1 0.6
H -3.272429 -2.276476 -0.290180 0.3 0.7 -0.4
```
Forces are in eV/Å.

Output
Energy relative to the best compared isomer or geometry (same formula, charge and spin) (eV): 1.875
E (eV): -26590.2947
E_HOMO (hartree): -0.3378
Structure (SMILES): ClC[C@@]1(c2ccccc2)N=CCO1
F_max (hartree/bohr): 0.08879



No. 3
Density functional theory data (wB97M-V/def2-TZVPD) for a molecular structure, C10H10ClNO3Pd at a distorted geometry.

XYZ file:
```
26
Properties=species:S:1:pos:R:3:forces:R:3
C -2.194106 -0.934603 -0.057375 -1.2 0.6 -0.8
C -1.620897 -1.124501 -1.369477 -0.9 0.1 0.3
C -1.406484 0.169483 -1.935867 -1.4 0.6 -0.4
H -1.385086 -2.088030 -1.815383 -0.1 0.3 0.1
C -1.785960 1.146435 -0.966491 -0.9 0.2 -1.2
C -2.291211 0.471106 0.178670 -0.6 -0.7 -0.1
H -2.773432 0.916319 1.053176 0.6 -0.1 -0.3
H -2.533739 -1.725410 0.611956 0.5 0.4 -0.2
H -0.991812 0.364240 -2.923749 0.0 0.0 0.4
H -1.780959 2.229000 -1.115148 0.2 -0.4 0.1
Pd -0.000166 -0.233245 -0.169910 0.1 -2.1 2.5
Cl 0.170880 -2.266527 1.214631 0.1 -1.1 0.5
C 2.281987 0.120458 0.304252 0.9 -0.5 -0.7
C 1.880177 1.343324 -0.294253 0.5 0.1 -0.5
C 1.415148 1.062692 -1.613140 1.7 0.7 -0.8
H 2.015206 2.333460 0.154870 -0.4 -0.5 -0.2
C 1.545952 -0.336265 -1.850364 1.0 0.3 0.0
C 2.083416 -0.933126 -0.660696 1.0 0.9 0.0
H 2.305590 -1.988575 -0.505971 -0.3 0.5 0.0
H 2.717559 -0.019994 1.295142 -0.5 0.1 -0.3
H 1.099570 1.810707 -2.344165 -0.1 -0.3 0.3
H 1.293338 -0.889011 -2.755173 0.0 0.3 0.3
O -1.083605 -0.104056 4.137125 0.9 0.3 -1.0
N -0.014370 0.162447 3.499880 0.1 0.2 0.8
O 1.087883 0.111859 4.142201 -1.0 0.1 -1.0
O -0.046483 0.511415 2.288958 0.0 0.1 2.1
```
Forces are in eV/Å.

Output
Energy relative to the best compared isomer or geometry (same formula, charge and spin) (eV): 0.000
E (eV): -34160.4529
<S²>: 2.011
Total charge: -2
Multiplicity: 3
E_HOMO (alpha / beta) (hartree): 0.0053 / 0.0176
F_max (hartree/bohr): 0.06297



No. 4
Density functional theory data (wB97M-V/def2-TZVPD) for a gas-phase ion, C10H10F2N3 (charge +1) at a distorted geometry.

XYZ file:
```
25
Properties=species:S:1:pos:R:3:forces:R:3
C 1.362232 -1.159260 1.915410 0.6 0.1 5.6
C 1.148448 -1.074559 0.496157 0.3 -0.6 -1.8
C 2.113265 -1.512394 -0.453118 0.7 0.6 0.3
C 1.902604 -1.364599 -1.815724 1.6 -0.2 0.3
C 0.751267 -0.796584 -2.262561 -0.1 0.6 -4.1
C -0.166282 -0.337580 -1.429916 -4.2 -0.3 3.0
C 0.011276 -0.566433 -0.068688 -1.4 2.4 1.8
C -1.294244 0.294414 0.859197 2.0 -2.5 -5.4
N -0.754996 1.324838 1.562697 0.8 1.0 1.6
N -0.475943 2.438187 1.571554 -2.3 -4.1 -0.1
N 0.033946 3.439293 1.700485 2.5 4.5 0.4
C -2.126244 0.710519 -0.414227 1.5 -0.2 -0.2
F -1.983432 2.047716 -0.669106 -0.5 0.3 1.0
F -3.363893 0.368186 -0.089247 -1.6 0.6 -0.2
C -1.661923 0.007827 -1.687458 1.6 0.2 0.5
H 0.743016 -0.415623 2.554007 1.0 -0.7 -1.3
H 1.020586 -2.101099 2.501453 0.6 0.9 -1.6
H 2.453929 -1.000046 2.300031 -1.8 -0.3 -1.1
H 3.135190 -1.737994 -0.108404 -0.7 -0.3 0.0
H 2.684307 -1.550349 -2.558911 -0.2 -0.3 0.5
H 0.536690 -0.581053 -3.343034 0.6 -0.6 0.9
H -1.813322 -0.459769 1.396500 -0.3 -0.1 1.1
H -0.276941 4.259748 2.242879 -0.3 -0.5 -0.4
H -1.732870 0.682666 -2.562865 -0.7 -0.7 0.4
H -2.246666 -0.916051 -1.637111 0.2 0.1 -1.1
```
Forces are in eV/Å.

Output
Energy relative to the best compared isomer or geometry (same formula, charge and spin) (eV): 1.013
E (eV): -20425.5142
Total charge: +1
E_HOMO (hartree): -0.4685
Structure (SMILES): Cc1cccc2c1[C@@H](N=[N+]=N)C(F)(F)C2
F_max (hartree/bohr): 0.12272



No. 5
Density functional theory data (wB97M-V/def2-TZVPD) for a molecular structure, C10H10F3FeNO2 at a distorted geometry.

XYZ file:
```
27
Properties=species:S:1:pos:R:3:forces:R:3
C 0.193647 -1.459706 -2.160341 0.9 -0.7 -0.7
C -1.045369 -1.281676 -1.505710 -1.1 0.1 0.0
C -0.927400 -1.749178 -0.168074 -0.6 -0.7 0.1
C 0.389337 -2.217938 0.023926 0.0 -1.0 -0.9
C 1.122417 -2.003832 -1.198787 -0.9 -2.3 -1.0
Fe 0.684792 -0.091033 -0.518952 -1.1 0.7 2.0
C -1.099222 1.924859 -0.886519 -0.4 2.6 -0.2
C -0.962040 2.953292 -1.864978 4.2 -3.0 0.0
C 0.122471 3.198482 -2.703676 -3.0 0.8 0.8
N 2.503717 -0.364614 -0.438362 1.1 1.7 0.1
H -1.756724 -1.876008 0.547942 0.7 0.5 -0.4
H -2.002581 -0.980926 -1.980126 1.0 0.0 0.4
H 0.785325 -2.726170 0.908065 -0.2 0.7 -0.4
H 2.120972 -2.401946 -1.406818 -0.6 0.5 0.1
H 0.418763 -1.238172 -3.221218 -0.2 -0.1 0.9
H -1.999158 1.337419 -0.921079 0.0 -0.7 -0.4
H 2.480812 0.403327 -1.156587 0.9 0.1 -0.2
H -0.713430 1.946831 0.158377 -0.3 0.6 -0.5
H 0.054656 3.892266 -3.550645 0.0 0.2 0.7
H 1.098046 2.734946 -2.593284 -0.4 -0.7 0.0
F -1.266537 0.059556 4.869197 0.6 -0.2 -0.2
C -0.139790 -0.049448 4.125938 0.2 0.3 -0.2
F 0.704635 0.950911 4.523399 -0.4 -0.5 0.1
F 0.468046 -1.232527 4.444914 -0.7 0.9 0.0
C -0.387700 0.103799 2.577759 1.2 -1.7 -1.0
O -1.457719 0.547953 2.164370 0.3 0.3 0.4
O 0.610038 -0.380476 1.931259 -1.3 1.6 0.6
```
Forces are in eV/Å.

Output
Energy relative to the best compared isomer or geometry (same formula, charge and spin) (eV): 2.359
E (eV): -58651.2735
<S²>: 8.922
Total charge: -1
Multiplicity: 6
E_HOMO (alpha / beta) (hartree): -0.1179 / -0.1738
F_max (hartree/bohr): 0.10111



No. 6
Density functional theory data (wB97M-V/def2-TZVPD) for 2 unconnected molecules or ions with the total composition C10H10F5N2O2 at a distorted geometry.

XYZ file:
```
29
Properties=species:S:1:pos:R:3:forces:R:3
O -2.704503 -3.457753 1.659563 0.2 -0.2 0.5
C -3.553034 -2.276711 1.966370 -0.1 0.7 -1.0
C -3.813796 -1.629335 0.553592 2.1 -0.6 1.4
F -4.831333 -2.312885 -0.139244 0.9 0.8 0.2
F -4.191780 -0.275429 0.623591 0.0 -1.1 0.0
C -2.445780 -1.689711 -0.234667 0.2 0.5 -1.1
C -2.221835 -2.616334 -1.359256 2.2 2.0 1.4
C -0.889644 -2.593023 -1.974884 -0.9 0.9 1.5
C 0.152371 -1.684175 -1.495072 -1.1 -0.3 0.2
C -0.082433 -0.788012 -0.369670 -2.0 -0.8 -0.3
C 0.977003 0.176063 0.221990 -1.3 -1.0 0.1
F 1.906557 0.555046 -0.727148 -0.6 -0.2 1.5
F 0.375725 1.311082 0.745435 1.2 -1.0 -0.8
F 1.611601 -0.420562 1.307212 -0.1 1.0 -1.6
C -1.402931 -0.778341 0.261780 0.6 -1.6 -1.9
H -1.792689 -3.288161 1.958388 -0.5 0.0 -0.3
H -2.910371 -1.598838 2.594184 -0.7 -0.1 -0.8
H -3.044309 -3.300756 -1.662503 0.9 0.7 0.2
H -0.704248 -3.302761 -2.822735 0.1 0.9 0.9
H 1.135795 -1.703127 -2.028726 -1.0 0.1 0.7
H -1.606731 -0.105585 1.123978 0.0 -0.7 -0.9
C 4.058340 4.397561 -0.041458 0.0 0.1 0.0
O 4.767514 5.390934 -0.079273 0.0 0.0 0.0
N 3.116353 4.203620 0.922112 -0.2 0.1 0.3
N 4.147101 3.396885 -0.959450 0.2 -0.3 -0.4
H 2.523656 3.394351 0.969918 0.0 0.0 0.0
H 3.019895 4.920753 1.618732 0.0 -0.1 -0.1
H 4.830533 3.502364 -1.687782 -0.1 0.0 0.1
H 3.572972 2.572837 -0.944976 0.0 0.0 0.0
```
Forces are in eV/Å.

Output
Energy relative to the best compared isomer or geometry (same formula, charge and spin) (eV): 1.384
E (eV): -31194.3930
Total charge: -1
E_HOMO (hartree): -0.0809
F_max (hartree/bohr): 0.06425